# 1
This record from the OMol25 dataset describes a cluster of 7 separate species, C27H60IN9O7 in total at a distorted geometry. The level of theory is ωB97M-V with the def2-TZVPD basis set.

Values from the calculation:
HOMO level	-8.33	eV
total energy	-2381.74364	hartree
SMILES string	CNC[C@H]1[C@H](C[C@@H](C)I)NC(=O)[C@@H]1N.CN(C)C=O.CN(C)C=O.CN(C)C=O.CN(C)C=O.CN(C)C=O.CN(C)C=O
frontier orbital gap	8.87	eV

XYZ file:
```
104
Properties=species:S:1:pos:R:3:forces:R:3
C -0.577838 -4.439925 -1.741882 0.0 -0.1 0.1
N 0.583002 -3.724997 -1.039997 -0.3 -0.7 -0.8
C 1.905424 -3.994587 -1.725959 1.0 1.9 0.5
C 2.104884 -2.845329 -2.883624 -0.2 -0.7 -1.9
C 3.338208 -1.768197 -2.761085 1.9 -2.3 0.3
C 3.689145 -1.072310 -1.319474 -0.7 0.1 0.2
C 2.412621 -0.402472 -0.538710 2.3 0.5 2.1
C 3.041623 0.868378 0.348356 0.5 0.2 -0.9
I 0.877073 0.465232 -1.833464 0.6 -0.6 0.6
N 3.270074 -0.932708 -4.020341 -1.0 -2.4 -1.8
C 2.586884 -1.808992 -5.090166 -1.6 2.0 -3.6
O 2.211319 -1.335364 -6.281069 2.5 -3.1 7.2
C 2.424571 -3.344719 -4.447633 1.1 1.4 -0.3
N 1.448186 -4.288327 -5.114239 1.7 -0.1 -0.4
H -1.544344 -3.766574 -1.836972 2.1 -1.3 0.3
H -0.848374 -5.404477 -1.101492 0.5 2.1 -1.7
H -0.191773 -4.692207 -2.821603 -1.1 0.2 1.8
H 0.393298 -2.700947 -0.939910 0.5 -1.3 -0.4
H 2.747811 -3.781964 -0.907263 -1.6 -0.8 -1.8
H 2.021559 -5.084537 -2.157634 -0.5 2.2 1.1
H 1.022139 -2.399168 -3.023086 2.3 -0.4 0.4
H 4.294798 -2.460945 -2.935055 -1.8 1.1 0.7
H 4.536720 -0.252347 -1.392321 -1.8 -1.7 -0.2
H 4.123624 -1.912529 -0.592187 -1.0 1.7 -1.7
H 1.995615 -1.159302 0.262060 0.3 1.4 -2.0
H 3.821926 0.498521 1.163988 -1.9 0.7 -1.7
H 3.684632 1.539832 -0.400591 -1.5 -1.4 1.6
H 2.205115 1.564627 0.778353 1.6 -1.5 -0.6
H 4.206973 -0.745467 -4.441088 -1.0 0.2 0.7
H 3.522533 -3.763361 -4.658494 -1.9 0.9 1.1
H 1.700608 -5.268989 -4.789142 -0.4 1.7 -0.4
H 1.736054 -4.300171 -6.138885 -0.7 0.2 1.6
C -3.874086 3.912120 -1.943177 0.0 -0.1 -0.2
N -3.388151 2.971983 -0.955007 -0.8 -0.1 1.4
C -2.241768 2.148112 -1.278089 -0.2 -0.1 0.4
C -3.982035 2.837180 0.281845 0.7 -0.2 -1.2
O -3.623898 2.064771 1.161737 0.1 0.3 -0.3
H -4.162045 3.361700 -2.843449 -0.1 0.1 0.0
H -3.073584 4.617513 -2.183908 -0.4 -0.1 0.0
H -4.739568 4.465636 -1.568709 0.4 -0.3 -0.1
H -2.529665 1.094716 -1.209026 0.2 0.0 0.0
H -1.446497 2.344430 -0.552719 0.1 -0.2 -0.2
H -1.881671 2.365960 -2.287297 -0.1 0.1 0.2
H -4.843785 3.510224 0.422572 0.0 0.1 -0.2
C 6.126325 2.425246 5.214274 -0.1 -0.2 -0.1
N 5.758188 1.734260 3.996290 0.7 0.7 -1.6
C 4.940345 0.542623 4.088348 0.4 0.2 -0.1
C 6.161444 2.174983 2.753784 -0.4 -0.5 0.7
O 5.887205 1.640766 1.686782 0.1 0.1 0.8
H 6.690577 1.739729 5.853068 0.0 0.2 0.1
H 5.215451 2.742559 5.729984 0.2 0.0 0.1
H 6.741257 3.303403 4.998948 -0.1 -0.2 -0.1
H 5.484408 -0.297535 3.646275 -0.1 -0.1 0.0
H 4.016461 0.700417 3.523817 0.0 -0.1 0.2
H 4.700793 0.318181 5.131357 0.2 0.3 -0.6
H 6.778153 3.087702 2.798723 0.0 0.0 0.1
C -1.920362 -9.941851 -2.766521 0.0 0.2 0.0
N -1.785871 -8.599509 -2.240685 -0.2 0.0 1.4
C -1.473979 -7.519104 -3.153256 0.0 0.2 0.2
C -1.945340 -8.318623 -0.900407 0.2 0.3 -0.7
O -1.845991 -7.210203 -0.389894 -0.1 -0.8 -0.6
H -0.978701 -10.231575 -3.241606 -0.1 -0.2 0.0
H -2.724548 -9.952359 -3.507810 0.1 -0.2 0.0
H -2.155633 -10.654956 -1.971667 0.0 0.2 -0.1
H -0.535288 -7.050483 -2.842528 -0.2 0.1 -0.2
H -2.272640 -6.772644 -3.107458 0.2 0.1 -0.1
H -1.377775 -7.893168 -4.176217 -0.1 0.0 0.2
H -2.180070 -9.211112 -0.297274 0.0 0.0 -0.1
C 0.052371 4.822128 2.350823 0.0 0.1 -0.2
N -0.196081 5.269341 0.996297 -1.2 -0.4 -0.5
C 0.810272 6.068105 0.328041 -0.2 0.0 -0.3
C -1.359060 4.958725 0.324231 0.7 0.4 0.1
O -1.633112 5.302870 -0.818375 0.8 0.2 1.0
H 0.195027 5.697037 2.991571 0.0 -0.2 0.1
H 0.957537 4.208187 2.360130 -0.1 0.0 0.2
H -0.785707 4.231614 2.731065 0.1 0.1 -0.2
H 0.372346 7.030973 0.048037 0.2 0.0 -0.1
H 1.131161 5.549368 -0.580309 0.1 0.2 0.0
H 1.670970 6.231457 0.982369 -0.2 -0.1 -0.1
H -2.054256 4.348344 0.923849 0.2 0.0 0.1
C -7.849049 7.634836 0.871244 -0.1 -0.1 -0.2
N -7.516727 7.025552 -0.399505 1.4 -0.4 -0.1
C -8.554517 6.883866 -1.399632 0.2 -0.1 -0.3
C -6.245040 6.576956 -0.686291 -0.8 0.1 -0.3
O -5.896034 6.053992 -1.736905 -0.9 0.7 0.7
H -8.632026 7.042547 1.353442 0.0 0.2 0.1
H -8.214068 8.650187 0.691915 0.0 0.0 0.2
H -6.975922 7.678148 1.528086 -0.1 0.0 -0.2
H -8.670441 5.823748 -1.644603 -0.1 0.2 -0.1
H -8.254536 7.423576 -2.302894 -0.2 -0.1 0.0
H -9.503547 7.282382 -1.030637 0.2 -0.1 0.0
H -5.534997 6.733396 0.142426 -0.1 0.0 0.0
C 0.927844 -3.083190 3.772524 -0.1 0.0 0.1
N 1.480459 -2.272013 4.836986 1.3 0.9 -0.5
C 0.888789 -2.352301 6.156387 0.2 0.2 0.2
C 2.550689 -1.427070 4.633635 -0.8 -0.5 0.6
O 3.066266 -0.715417 5.486173 -1.1 -1.0 0.0
H -0.122867 -2.813854 3.631683 0.1 -0.2 -0.2
H 1.002387 -4.136999 4.055835 -0.1 0.0 -0.2
H 1.467792 -2.924568 2.834995 -0.1 0.0 0.2
H 0.532648 -1.359558 6.447806 0.0 -0.2 0.1
H 1.652408 -2.676282 6.869885 -0.2 0.1 0.1
H 0.054719 -3.059343 6.163304 0.2 0.1 -0.1
H 2.922556 -1.443511 3.595922 -0.1 -0.1 0.0
```
Forces are in eV/Å.



# 2
This record from the OMol25 dataset describes a cluster of 5 separate species, C5H15N5O10 in total at a distorted geometry. The level of theory is ωB97M-V with the def2-TZVPD basis set.

Values from the calculation:
HOMO level	-11.05	eV
total energy	-1225.18150	hartree
SMILES string	C[N+](=O)[O-].C[N+](=O)[O-].C[N+](=O)[O-].C[N+](=O)[O-].C[N+](=O)[O-]
frontier orbital gap	10.61	eV
energy above the lowest of the compared OMol25 structures with the same formula, charge and spin	86.7	kJ/mol

XYZ file:
```
35
Properties=species:S:1:pos:R:3:forces:R:3
C 1.288122 -3.975525 1.343836 0.2 -0.3 0.9
N 0.887342 -4.537787 2.737962 0.7 3.0 -0.3
O 0.707352 -5.710686 2.821097 -0.3 -1.0 0.3
O 0.817466 -3.696587 3.656005 0.0 -1.6 -1.3
H 2.301563 -4.317575 1.133984 0.0 -0.1 0.3
H 1.297321 -2.888434 1.422879 -0.4 -0.3 -0.2
H 0.638975 -4.420972 0.589989 -0.2 0.3 0.3
C 2.947509 1.234824 -4.923318 -0.8 -0.2 0.4
N 2.104137 1.330426 -6.181841 -1.0 -0.9 -0.6
O 1.178046 0.470819 -6.341651 2.7 2.8 0.1
O 2.403929 2.275645 -6.931890 -1.1 -2.2 1.2
H 2.596996 0.469145 -4.231232 -0.3 -0.2 -0.6
H 2.768215 2.177838 -4.406918 0.6 0.1 -0.3
H 3.983165 1.001596 -5.170578 -0.2 0.5 -0.2
C -3.146363 -0.894945 1.714498 0.2 -0.1 -1.2
N -2.433956 -0.247016 2.841595 0.1 0.4 2.5
O -1.217588 -0.369047 2.955689 -1.2 -0.1 -0.9
O -3.115421 0.352268 3.688720 0.5 -0.6 -1.5
H -3.954591 -0.263578 1.345374 0.4 0.3 0.2
H -3.627740 -1.849040 1.929169 0.4 0.1 0.8
H -2.383319 -1.079515 0.958330 -0.2 0.1 0.0
C -2.539823 3.899099 1.845051 -0.1 0.9 0.0
N -1.316434 3.123226 1.473461 0.0 -0.6 0.4
O -1.275224 2.679593 0.335982 -0.1 0.3 0.1
O -0.486124 2.881024 2.326695 -0.3 0.4 -0.2
H -2.325734 4.721493 2.527650 0.6 -0.3 0.0
H -3.233403 3.244233 2.372483 0.1 -0.2 -0.4
H -2.931992 4.341747 0.929431 -0.1 -0.5 0.1
C 0.829925 0.383363 -0.000181 -0.6 1.2 -0.3
N 1.563838 -0.487267 -0.947638 -0.4 -1.2 2.5
O 2.438453 0.000756 -1.593470 0.8 0.2 -1.3
O 1.298821 -1.682609 -0.847256 0.2 0.5 -0.8
H 1.114689 1.417203 -0.195586 -0.1 -0.2 -0.1
H 1.049182 0.173482 1.046712 0.1 -0.5 -0.3
H -0.227334 0.242803 -0.225035 0.1 0.0 0.3
```
Forces are in eV/Å.



# 3
This record from the OMol25 dataset describes an isolated molecule of CH5ClNP at a distorted geometry. The level of theory is ωB97M-V with the def2-TZVPD basis set.

Values from the calculation:
HOMO level	-9.53	eV
total energy	-897.41876	hartree
SMILES string	CP(N)Cl
frontier orbital gap	10.66	eV
energy above the lowest of the compared OMol25 structures with the same formula, charge and spin	37.3	kJ/mol

XYZ file:
```
9
Properties=species:S:1:pos:R:3:forces:R:3
C -0.508070 0.554651 1.085989 0.6 2.8 -2.4
P -0.395529 0.610159 -0.782613 0.8 -3.2 0.2
N -0.053405 -1.196828 -1.028800 -0.8 1.7 -1.1
Cl 1.581412 1.191953 -0.809291 0.6 0.7 -0.2
H -0.453803 1.659741 1.327468 -0.8 -1.3 0.3
H 0.336852 0.125711 1.506927 1.7 -1.0 0.7
H -1.352663 -0.022718 1.265577 -1.9 -0.4 0.9
H 0.036729 -1.531972 -2.034803 -0.2 1.0 1.8
H 0.808478 -1.390696 -0.530455 0.0 -0.2 -0.1
```
Forces are in eV/Å.



# 4
This record from the OMol25 dataset describes a structure of composition C2H4Br6Ca2F2O4PRb at a distorted geometry. The level of theory is ωB97M-V with the def2-TZVPD basis set.

Values from the calculation:
HOMO level	-14.70	eV
total energy	-17743.91967	hartree
net charge	+2
frontier orbital gap	7.56	eV
energy above the lowest of the compared OMol25 structures with the same formula, charge and spin	0.0	kJ/mol

XYZ file:
```
22
Properties=species:S:1:pos:R:3:forces:R:3
Rb -13.394404 5.941485 4.547739 -0.2 0.0 -0.3
Ca -9.305663 8.255330 6.129955 -0.5 1.0 0.2
Ca -12.158827 7.964300 8.059812 0.8 1.5 -0.6
O -10.302210 9.194671 7.957091 0.4 -1.0 -0.7
H -10.081246 10.135818 7.926317 -0.4 -0.2 0.4
O -11.068667 6.889546 6.236028 0.0 -0.6 0.5
H -10.696812 5.997189 6.170084 -0.3 0.0 0.2
O -12.788143 9.344012 6.319623 -0.1 -0.2 0.5
P -12.128758 9.647379 5.012690 0.0 -0.5 0.9
O -10.665778 9.516364 4.853463 0.6 -0.2 0.1
F -12.601030 10.987880 4.489040 -0.3 0.7 -0.2
F -12.828536 8.682336 4.023697 -0.1 -0.3 -0.9
C -15.877974 10.165260 5.405939 0.3 -0.2 0.5
Br -16.052576 8.433974 4.569887 -0.1 -0.4 -0.2
Br -16.612328 10.113800 7.172297 -0.2 0.0 0.3
Br -16.607988 11.519471 4.340009 -0.2 0.5 -0.3
H -14.824726 10.331736 5.568351 0.0 0.0 -0.3
C -13.801390 11.922121 8.623600 -0.4 0.3 0.5
Br -14.740504 13.585213 8.457539 0.0 -0.1 -0.1
Br -14.405698 10.964864 10.210173 0.1 -0.2 -0.3
Br -11.909513 12.210869 8.751862 0.1 0.0 -0.2
H -14.061489 11.311138 7.771721 0.2 -0.1 -0.1
```
Forces are in eV/Å.